(1)
ORCA calculation (ωB97M-V with the def2-TZVPD basis set) on one molecule with the formula C16H21F2N3O3.

Results
- Molecular weight: 341.4 g/mol
- Energy: -1212.0496 Ha
- Frontier orbital gap: 9.2311 eV
- Multiplicity: 1
- Relative energy (zero: lowest compared OMol25 entry of this formula, charge and spin): 0.0 kcal/mol
- HOMO energy: -8.752 eV
- Total charge: 0
- SMILES: CCOC(=O)N1CCN(CCC(=O)Nc2ccc(F)c(F)c2)CC1

Structure (XYZ):
```
45
Properties=species:S:1:pos:R:3:nbo_charge:R:1
C -7.72 -0.08 0.01 -0.64
C -6.63 0.67 -0.75 -0.07
O -5.38 0.61 -0.07 -0.53
C -4.66 -0.52 -0.26 0.89
O -4.99 -1.41 -1.00 -0.67
N -3.54 -0.55 0.51 -0.45
C -3.02 0.58 1.24 -0.22
C -1.80 1.15 0.52 -0.23
N -0.79 0.12 0.37 -0.45
C 0.45 0.64 -0.17 -0.21
C 1.62 -0.30 0.11 -0.51
C 2.95 0.43 -0.04 0.70
O 3.04 1.62 -0.21 -0.60
N 4.01 -0.42 0.05 -0.60
C 5.38 -0.13 -0.03 0.16
C 5.87 1.15 -0.25 -0.24
C 7.23 1.37 -0.32 -0.24
C 8.12 0.32 -0.18 0.30
F 9.44 0.54 -0.26 -0.31
C 7.63 -0.96 0.03 0.35
F 8.48 -2.00 0.17 -0.31
C 6.27 -1.19 0.11 -0.31
C -1.33 -0.98 -0.42 -0.23
C -2.55 -1.58 0.29 -0.22
H -7.47 -1.14 0.06 0.22
H -7.80 0.31 1.03 0.21
H -8.67 0.04 -0.50 0.21
H -6.51 0.25 -1.75 0.20
H -6.86 1.74 -0.81 0.19
H -3.80 1.34 1.34 0.24
H -2.72 0.23 2.23 0.20
H -1.38 1.97 1.11 0.21
H -2.12 1.56 -0.46 0.17
H 0.66 1.59 0.32 0.22
H 0.38 0.83 -1.25 0.17
H 1.61 -1.16 -0.56 0.22
H 1.54 -0.66 1.14 0.24
H 3.80 -1.40 0.21 0.40
H 5.18 1.97 -0.35 0.26
H 7.62 2.36 -0.49 0.24
H 5.93 -2.20 0.28 0.22
H -0.57 -1.75 -0.52 0.20
H -1.62 -0.64 -1.43 0.17
H -3.00 -2.36 -0.32 0.25
H -2.25 -1.98 1.26 0.20
```

=====

(2)
ORCA calculation (ωB97M-V with the def2-TZVPD basis set) on C16H21F3NO5S as an isolated structure in a non-equilibrium geometry.

Results
- Molecular weight: 396.4 g/mol
- Energy: -1750.9607 Ha
- Frontier orbital gap: 7.0924 eV
- Multiplicity: 1
- Relative energy (zero: lowest compared OMol25 entry of this formula, charge and spin): 0.0 kcal/mol
- HOMO energy: -4.724 eV
- Total charge: -1

Structure (XYZ):
```
47
Properties=species:S:1:pos:R:3:nbo_charge:R:1
C 3.81 -2.38 0.77 -0.62
C 2.97 -1.11 0.79 -0.08
O 1.56 -1.41 1.00 -0.57
C 0.85 -0.38 1.62 0.71
C -0.57 -0.93 2.02 -0.20
C -1.84 -0.36 1.81 0.36
O -1.97 0.34 0.64 -0.64
C -3.24 -0.78 2.12 -0.47
C -3.80 -1.52 0.90 -0.39
C -3.33 -2.98 0.88 -0.41
C -1.95 -3.12 0.23 -0.41
C -0.78 -3.36 1.19 -0.40
C -0.56 -2.39 2.41 -0.44
O 1.43 0.61 2.06 -0.66
H 4.87 -2.17 0.59 0.22
H 3.78 -2.87 1.75 0.20
H 3.49 -3.09 0.02 0.21
H 3.31 -0.47 1.62 0.21
H 3.05 -0.55 -0.15 0.20
H -3.29 -1.42 3.01 0.21
H -3.87 0.11 2.36 0.24
H -4.89 -1.54 0.87 0.20
H -3.49 -0.97 0.01 0.23
H -3.31 -3.41 1.89 0.19
H -4.05 -3.64 0.36 0.20
H -2.00 -3.96 -0.48 0.21
H -1.75 -2.25 -0.42 0.20
H -0.84 -4.40 1.55 0.19
H 0.13 -3.27 0.58 0.23
H 0.42 -2.64 2.85 0.22
H -1.28 -2.61 3.23 0.21
F -0.36 2.36 2.05 -0.31
C -0.17 2.30 0.71 0.95
F -1.17 2.99 0.13 -0.31
F 1.03 2.79 0.35 -0.28
S -0.43 0.38 -0.01 0.60
N 0.95 3.43 -2.62 -0.68
C 2.28 3.38 -2.92 0.66
O 3.14 2.62 -2.49 -0.68
C 2.60 4.42 -4.03 -0.53
C 1.27 5.07 -4.30 -0.52
C 0.29 4.31 -3.38 0.65
O -0.94 4.50 -3.47 -0.69
H 3.33 5.17 -3.73 0.20
H 3.01 3.98 -4.94 0.20
H 1.32 6.15 -4.06 0.20
H 0.99 5.05 -5.37 0.20
```

=====

(3)
ORCA calculation (ωB97M-V with the def2-TZVPD basis set) on C16H21FIrN4O2S4 as an isolated structure in a non-equilibrium geometry.

Results
- Molecular weight: 640.9 g/mol
- Energy: -2788.2353 Ha
- Frontier orbital gap (alpha / beta): 8.9953 / 5.7918 eV
- Multiplicity: 2
- Relative energy (zero: lowest compared OMol25 entry of this formula, charge and spin): 16.6 kcal/mol
- HOMO energy (alpha / beta): -14.529 / -14.490 eV
- Total charge: +2
- Expectation value of S²: 0.783

Structure (XYZ):
```
49
Properties=species:S:1:pos:R:3:nbo_charge:R:1
Ir 0.92 0.62 -1.06 0.75
C 3.44 -0.07 0.75 -0.55
C 4.07 0.72 -0.39 -0.56
S 3.00 0.72 -1.87 0.59
C 3.06 2.45 -2.43 -0.55
C 2.53 3.43 -1.40 -0.55
S 0.87 2.91 -0.81 0.55
C 0.99 3.12 0.99 -0.55
C 1.99 2.17 1.64 -0.55
S 1.73 0.43 1.11 0.49
H 4.04 0.01 1.66 0.27
H 3.36 -1.13 0.50 0.26
H 5.02 0.26 -0.69 0.27
H 4.28 1.75 -0.11 0.23
H 2.45 2.44 -3.33 0.29
H 4.09 2.68 -2.71 0.27
H 2.41 4.41 -1.85 0.28
H 3.19 3.54 -0.54 0.23
H -0.03 2.93 1.34 0.26
H 1.23 4.16 1.20 0.27
H 1.88 2.19 2.72 0.27
H 3.01 2.46 1.40 0.23
N -5.74 -1.59 3.82 -0.59
C -4.83 -1.34 2.90 0.26
C -4.83 -2.06 1.67 -0.21
C -3.89 -1.79 0.72 -0.09
C -2.91 -0.80 0.97 -0.21
C -2.89 -0.08 2.19 -0.18
C -3.83 -0.34 3.13 -0.16
S -1.75 -0.52 -0.29 2.28
O -2.37 -0.72 -1.56 -0.89
O -1.14 0.82 -0.07 -0.98
N -0.67 -1.56 0.14 -0.93
C -0.16 -2.19 -0.96 0.57
N 0.76 -1.43 -1.62 -0.53
C 1.22 -1.90 -2.79 0.12
C 0.84 -3.14 -3.26 -0.30
C -0.07 -3.85 -2.50 0.14
N -0.58 -3.37 -1.36 -0.43
H -6.46 -2.28 3.66 0.43
H -5.77 -1.07 4.69 0.43
H -5.58 -2.82 1.49 0.25
H -3.89 -2.32 -0.22 0.27
H -2.14 0.68 2.35 0.25
H -3.85 0.22 4.06 0.24
H 1.90 -1.27 -3.34 0.23
H 1.22 -3.52 -4.20 0.26
H -0.42 -4.82 -2.81 0.23
F 0.31 0.88 -2.92 -0.66
```

=====

(4)
ORCA calculation (ωB97M-V with the def2-TZVPD basis set) on C16H21N10O2S4Tc as an isolated structure.

Results
- Molecular weight: 611.7 g/mol
- Energy: -2992.9544 Ha
- Frontier orbital gap (alpha / beta): 8.0440 / 5.7087 eV
- Multiplicity: 4
- Relative energy (zero: lowest compared OMol25 entry of this formula, charge and spin): 7.8 kcal/mol
- HOMO energy (alpha / beta): -16.484 / -16.792 eV
- Total charge: +3
- Expectation value of S²: 3.792

Structure (XYZ):
```
54
Properties=species:S:1:pos:R:3:lowdin_charge:R:1
Tc 0.80 -0.63 -0.22 0.97
O -0.50 -3.55 2.92 0.22
C -1.75 -3.24 3.01 -0.18
C -2.53 -4.03 3.91 0.08
C -3.85 -3.76 4.07 0.01
C -4.43 -2.70 3.33 0.07
C -3.67 -1.92 2.44 0.05
C -2.33 -2.16 2.27 -0.03
C -1.51 -1.37 1.34 -0.39
O -0.25 -1.71 1.18 -0.29
N -2.06 -0.39 0.70 0.05
N -1.16 0.26 -0.14 -0.23
C -1.68 1.36 -0.63 -0.90
S -0.70 2.42 -1.62 0.96
C -2.11 3.40 -2.24 -0.44
C -3.12 3.50 -1.11 -0.46
S -3.29 1.86 -0.33 1.05
H -0.05 -2.95 2.26 0.11
H -2.03 -4.83 4.45 0.15
H -4.46 -4.34 4.74 0.14
H -5.49 -2.48 3.45 0.14
H -4.14 -1.12 1.89 0.13
H -2.52 2.90 -3.11 0.10
H -1.72 4.38 -2.52 0.10
H -4.10 3.78 -1.49 0.10
H -2.81 4.21 -0.35 0.09
C 1.99 0.37 -5.43 0.03
C 1.81 -0.87 -4.64 -0.28
N 1.93 -2.08 -5.06 0.18
N 1.67 -2.87 -3.99 0.09
C 1.39 -2.20 -2.89 -0.65
S 1.00 -2.71 -1.31 0.70
N 1.48 -0.91 -3.28 -0.07
N 1.20 0.15 -2.39 0.02
H 2.24 0.09 -6.45 0.11
H 2.81 0.98 -5.04 0.10
H 1.08 0.96 -5.46 0.10
H 1.71 -3.88 -4.11 0.19
H 1.94 0.84 -2.48 0.13
H 0.34 0.62 -2.70 0.04
C 2.67 3.62 2.51 0.03
C 3.16 2.24 2.34 -0.28
N 4.22 1.72 2.86 0.18
N 4.26 0.43 2.42 0.09
C 3.24 0.12 1.64 -0.68
S 2.80 -1.35 0.90 0.71
N 2.53 1.26 1.56 -0.07
N 1.36 1.29 0.80 0.02
H 3.36 4.15 3.17 0.11
H 1.68 3.64 2.97 0.10
H 2.63 4.15 1.56 0.10
H 5.02 -0.17 2.71 0.19
H 0.56 1.45 1.43 0.13
H 1.39 2.09 0.17 0.09
```

=====

(5)
ORCA calculation (ωB97M-V with the def2-TZVPD basis set) on an isolated ion of composition C16H21N2 and charge +1 in a non-equilibrium geometry.

Results
- Molecular weight: 241.4 g/mol
- Energy: -731.5750 Ha
- Frontier orbital gap: 9.1049 eV
- Multiplicity: 1
- Relative energy (zero: lowest compared OMol25 entry of this formula, charge and spin): 9.2 kcal/mol
- HOMO energy: -12.185 eV
- Total charge: +1
- SMILES: CN(C)c1cc[n+](C(C)(C)c2ccccc2)cc1

Structure (XYZ):
```
39
Properties=species:S:1:pos:R:3:nbo_charge:R:1
C -1.81 1.88 -5.48 -0.41
N -2.76 1.25 -4.60 -0.35
C -4.06 1.10 -5.21 -0.42
C -2.48 0.91 -3.32 0.28
C -3.50 0.55 -2.41 -0.29
C -3.18 0.18 -1.12 0.10
N -1.90 0.27 -0.62 -0.34
C -1.75 0.13 0.83 0.11
C -2.44 -1.16 1.26 -0.62
C -2.49 1.29 1.51 -0.61
C -0.27 0.10 1.26 -0.09
C 0.45 1.29 1.46 -0.16
C 1.82 1.25 1.78 -0.22
C 2.46 0.02 1.98 -0.19
C 1.72 -1.17 1.88 -0.20
C 0.36 -1.11 1.56 -0.20
C -0.91 0.64 -1.47 0.10
C -1.15 0.88 -2.82 -0.30
H -0.86 2.09 -4.98 0.22
H -1.63 1.23 -6.35 0.22
H -2.23 2.81 -5.86 0.22
H -4.69 0.36 -4.69 0.22
H -4.59 2.06 -5.24 0.21
H -3.92 0.78 -6.25 0.22
H -4.55 0.61 -2.68 0.25
H -3.97 -0.08 -0.41 0.24
H -2.06 -2.02 0.70 0.23
H -2.27 -1.32 2.34 0.25
H -3.52 -1.12 1.12 0.21
H -1.98 2.24 1.32 0.22
H -3.53 1.37 1.16 0.21
H -2.48 1.09 2.59 0.24
H -0.03 2.26 1.40 0.21
H 2.39 2.19 1.88 0.23
H 3.53 -0.02 2.24 0.23
H 2.19 -2.14 2.07 0.23
H -0.22 -2.04 1.59 0.22
H 0.09 0.79 -1.06 0.26
H -0.30 1.07 -3.46 0.25
```

=====

(6)
ORCA calculation (ωB97M-V with the def2-TZVPD basis set) on one molecule with the formula C16H21N3O2.

Results
- Molecular weight: 287.4 g/mol
- Energy: -937.0323 Ha
- Frontier orbital gap: 9.8747 eV
- Multiplicity: 1
- Relative energy (zero: lowest compared OMol25 entry of this formula, charge and spin): 57.4 kcal/mol
- HOMO energy: -9.077 eV
- Total charge: 0
- SMILES: CCC[C@H]1CO[C@](Cn2cncn2)(c2ccc(C)cc2)O1

Structure (XYZ):
```
42
Properties=species:S:1:pos:R:3:nbo_charge:R:1
C -3.69 -1.24 -0.83 -0.62
C -4.08 0.14 -0.31 -0.40
C -3.33 1.28 -1.02 -0.41
C -1.93 1.58 -0.49 0.08
C -1.87 2.15 0.94 -0.09
O -0.63 1.70 1.43 -0.53
C -0.26 0.54 0.70 0.51
C -0.44 -0.71 1.63 -0.25
N 0.06 -1.89 1.01 -0.19
C 1.32 -2.35 0.95 0.19
N 1.37 -3.43 0.21 -0.49
C 0.09 -3.60 -0.19 0.13
N -0.73 -2.69 0.28 -0.29
C 1.19 0.63 0.28 -0.02
C 2.13 1.23 1.10 -0.23
C 3.46 1.27 0.73 -0.21
C 3.88 0.69 -0.46 -0.01
C 5.33 0.71 -0.86 -0.63
C 2.93 0.10 -1.28 -0.21
C 1.60 0.07 -0.92 -0.21
O -1.13 0.42 -0.39 -0.53
H -2.63 -1.43 -0.68 0.24
H -4.25 -2.01 -0.31 0.20
H -3.91 -1.32 -1.89 0.19
H -5.15 0.29 -0.47 0.20
H -3.90 0.19 0.76 0.19
H -3.90 2.21 -0.94 0.21
H -3.24 1.03 -2.08 0.21
H -1.44 2.29 -1.17 0.17
H -1.89 3.24 0.97 0.20
H -2.69 1.75 1.56 0.17
H -1.51 -0.84 1.82 0.23
H 0.09 -0.51 2.56 0.22
H 2.15 -1.90 1.45 0.21
H -0.23 -4.40 -0.81 0.20
H 1.80 1.69 2.03 0.22
H 4.18 1.74 1.38 0.21
H 5.44 1.19 -1.83 0.22
H 5.93 1.25 -0.13 0.21
H 5.70 -0.31 -0.95 0.22
H 3.25 -0.35 -2.22 0.21
H 0.87 -0.39 -1.57 0.23
```

=====

(7)
ORCA calculation (ωB97M-V with the def2-TZVPD basis set) on one molecule with the formula C16H21N3O2S in a non-equilibrium geometry.

Results
- Molecular weight: 319.4 g/mol
- Energy: -1335.2415 Ha
- Frontier orbital gap: 8.4769 eV
- Multiplicity: 1
- Relative energy (zero: lowest compared OMol25 entry of this formula, charge and spin): 25.2 kcal/mol
- HOMO energy: -7.937 eV
- Total charge: 0
- SMILES: Cc1ccsc1-c1nc(CN2CCN(C)C(=O)[C@@H]2C)c(C)o1

Structure (XYZ):
```
43
Properties=species:S:1:pos:R:3:nbo_charge:R:1
C -4.78 -0.99 -1.34 -0.63
C -4.51 0.32 -0.69 0.00
C -5.38 1.43 -0.75 -0.26
C -4.92 2.52 -0.08 -0.39
S -3.39 2.23 0.65 0.49
C -3.38 0.61 0.04 -0.29
C -2.26 -0.22 0.34 0.47
N -1.23 0.12 1.06 -0.47
C -0.41 -0.97 1.09 0.04
C 0.91 -0.93 1.79 -0.24
N 1.99 -0.31 1.02 -0.43
C 2.33 -1.06 -0.17 -0.23
C 3.71 -0.58 -0.61 -0.20
N 3.70 0.85 -0.82 -0.43
C 4.77 1.38 -1.62 -0.41
C 2.83 1.69 -0.20 0.69
O 2.88 2.89 -0.39 -0.64
C 1.75 1.09 0.69 -0.15
C 1.63 1.95 1.95 -0.62
C -0.99 -1.96 0.35 0.26
C -0.59 -3.35 0.01 -0.66
O -2.17 -1.49 -0.13 -0.41
H -5.74 -0.98 -1.84 0.22
H -4.01 -1.22 -2.08 0.23
H -4.77 -1.79 -0.61 0.23
H -6.32 1.41 -1.28 0.22
H -5.38 3.47 0.03 0.24
H 0.80 -0.37 2.72 0.23
H 1.23 -1.95 2.04 0.20
H 2.37 -2.12 0.07 0.20
H 1.60 -0.91 -0.99 0.17
H 3.99 -1.07 -1.56 0.20
H 4.45 -0.85 0.15 0.19
H 4.66 2.47 -1.65 0.25
H 4.71 0.99 -2.64 0.19
H 5.74 1.13 -1.19 0.19
H 0.81 1.20 0.12 0.21
H 1.77 2.99 1.67 0.25
H 2.41 1.66 2.66 0.21
H 0.65 1.83 2.40 0.22
H -1.45 -4.01 0.09 0.23
H -0.21 -3.41 -1.01 0.23
H 0.19 -3.69 0.70 0.23
```

=====

(8)
ORCA calculation (ωB97M-V with the def2-TZVPD basis set) on C16H21N3O2S as an isolated structure in a non-equilibrium geometry.

Results
- Molecular weight: 319.4 g/mol
- Energy: -1334.6677 Ha
- Frontier orbital gap: 8.2094 eV
- Multiplicity: 1
- Relative energy (zero: lowest compared OMol25 entry of this formula, charge and spin): 385.2 kcal/mol
- HOMO energy: -8.482 eV
- Total charge: 0

Structure (XYZ):
```
43
Properties=species:S:1:pos:R:3:nbo_charge:R:1
C -4.85 -2.27 -1.09 -0.65
C -4.27 -0.91 -0.71 -0.06
O -5.28 -0.24 0.07 -0.56
C -5.21 0.98 0.40 -0.03
C -4.14 1.11 1.32 -0.46
C -2.85 1.13 0.97 0.08
N -1.93 0.38 1.56 -0.22
N -0.71 0.63 0.62 -0.33
C -0.77 1.44 -0.35 0.16
N 0.33 1.67 -1.12 -0.61
C 1.56 1.49 -1.15 0.71
O 2.21 1.86 -2.14 -0.61
C 2.05 0.06 -0.28 -0.29
C 3.53 0.37 0.14 -0.04
C 3.95 0.50 1.27 -0.19
C 5.25 0.51 1.80 -0.18
C 6.27 0.19 0.70 -0.21
C 5.75 0.08 -0.56 -0.23
C 4.54 0.20 -0.98 -0.16
H 4.07 -0.02 -1.81 0.21
H 6.46 -0.02 -1.53 0.20
H 7.18 0.48 1.02 0.21
H 5.66 0.84 2.74 0.22
H 3.19 0.71 2.37 0.16
H 1.48 0.59 0.52 0.24
C 1.67 -1.11 -0.71 -0.43
C 1.80 -2.40 0.35 -0.54
H 2.87 -2.10 0.62 0.22
H 1.10 -2.04 1.34 0.20
H 1.53 -3.23 0.03 0.17
H 2.17 -1.26 -1.65 0.21
H 0.50 -1.12 -1.10 0.21
H 0.10 2.44 -1.81 0.41
S -2.33 2.04 -0.51 0.33
H -4.27 0.48 2.28 0.28
H -4.29 2.48 1.92 0.18
H -5.03 1.62 -0.65 0.14
H -6.22 1.35 1.11 0.20
H -3.52 -0.97 -0.11 0.18
H -4.35 -0.12 -1.47 0.19
H -4.06 -2.81 -1.63 0.23
H -5.96 -2.09 -1.51 0.23
H -5.21 -2.94 -0.28 0.23
```